A) Below is 2 unconnected molecules or ions with the total composition C2H9N2S2, with properties calculated with ωB97M-V/def2-TZVPD.

```
15
C2H9N2S2 ωB97M-V/def2-TZVPD
C 0.958 -0.088 0.614
C 0.858 -0.495 -0.871
N 2.005 -0.901 -1.421
N -0.029 0.698 1.221
S -0.583 -0.595 -1.633
S -3.050 1.408 0.774
H 1.954 0.281 0.895
H 1.064 -1.106 1.062
H 1.961 -1.400 -2.362
H 2.796 -1.023 -0.829
H -0.011 1.621 0.629
H -1.100 0.546 1.227
H -3.297 2.077 1.917
H -0.220 -1.330 -2.828
H -3.307 0.307 1.603
```

Computed properties:
Multiplicity: 3
HOMO-LUMO gap (spin up / spin down) (eV): 6.58 / 4.90
Expectation value of S²: 2.01
LUMO level (spin up / spin down) (eV): -3.10 / -8.54
Charge: +1

Results of the Mulliken charge analysis, in e, for atoms 1 through 5: number 1, C, carries -0.661; number 2, C, carries 0.495; number 3, N, carries -0.458; number 4, N, carries -0.094; number 5, S, carries -0.299


B) Below is 2 unconnected molecules or ions with the total composition C2H9N2S2, with properties calculated with ωB97M-V/def2-TZVPD.

```
15
C2H9N2S2 ωB97M-V/def2-TZVPD
C 1.969 -0.709 -0.716
C 0.866 0.141 -0.258
N -0.352 -0.261 -0.206
N -3.348 0.348 0.519
S 3.548 -0.600 0.239
S 1.241 1.660 0.474
H 2.284 -0.595 -1.735
H 1.794 -1.755 -0.778
H -1.181 0.421 0.227
H -0.782 -1.028 -0.768
H -3.769 1.202 0.590
H -3.673 -0.072 1.395
H -3.986 0.042 -0.277
H 2.848 -0.559 1.321
H 2.540 1.764 -0.027
```

Computed properties:
Multiplicity: 3
HOMO-LUMO gap (spin up / spin down) (eV): 6.95 / 5.02
Expectation value of S²: 2.01
LUMO level (spin up / spin down) (eV): -3.19 / -8.53
Charge: +1

Results of the Mulliken charge analysis, in e, for atoms 1 through 5: number 1, C, carries -0.797; number 2, C, carries 0.566; number 3, N, carries -0.448; number 4, N, carries -0.801; number 5, S, carries 0.065


The structure with the greatest stability is B).